{
  "formula": "C16H19NO4S",
  "method": "wB97M-V/def2-TZVPD",
  "max_force_ha_per_bohr": 0.372,
  "molar_mass_g_mol": 321.398,
  "charge": 0,
  "homo_ev": -8.08,
  "gap_ev": 8.2,
  "symbols": ["S", "O", "O", "O", "O", "N", "C", "C", "C", "C", "C", "C", "C", "C", "C", "C", "C", "C", "C", "C", "C", "C", "H", "H", "H", "H", "H", "H", "H", "H", "H", "H", "H", "H", "H", "H", "H", "H", "H", "H", "H"],
  "positions_angstrom": [[-4.12, 1.20, 0.50], [-0.45, -0.08, 1.83], [2.15, -2.61, -0.25], [3.37, 2.12, 0.60], [-0.65, 1.96, -2.45], [-1.77, 0.39, -1.80], [-3.07, 0.68, -2.19], [0.85, -0.89, -1.11], [-2.35, 1.46, 1.46], [1.51, 1.62, -0.42], [-1.05, -2.04, 1.85], [2.62, 1.12, 0.15], [4.55, 1.70, 1.32], [0.02, -1.11, 2.31], [1.47, -3.51, -0.73], [-3.58, 1.88, -1.07], [0.55, 0.48, -1.21], [1.91, -1.22, -0.42], [2.83, -0.21, 0.00], [-2.02, -1.19, 1.55], [-0.68, 0.87, -1.69], [-1.64, 0.12, 1.45], [0.60, -3.65, -0.23], [4.28, 1.09, 2.47], [0.88, -1.30, 2.48], [3.70, -0.74, 0.74], [5.10, 0.95, 0.78], [-4.57, 2.22, -1.51], [1.86, -4.45, -0.59], [-2.97, 2.84, -1.16], [1.15, 2.50, -0.58], [-3.15, -1.60, 1.06], [-1.77, 2.20, 0.78], [4.93, 2.51, 1.51], [-0.98, -2.86, 1.71], [1.38, -3.30, -1.78], [-3.73, -0.17, -2.22], [-1.80, -0.52, -0.86], [-3.01, 1.00, -3.09], [0.11, -1.48, -1.54], [-2.46, 1.99, 2.40]],
  "nbo_charge": [0.1839, -0.3508, -0.5058, -0.4886, -0.7294, -0.4963, -0.1759, -0.3663, -0.4823, -0.1667, -0.2653, 0.3211, -0.1890, 0.1354, -0.2127, -0.5966, 0.0049, 0.4076, -0.3655, -0.2481, 0.5233, 0.1856, 0.1473, 0.1372, 0.1573, 0.2205, 0.1860, 0.2277, 0.1837, 0.2656, 0.2155, 0.2017, 0.2401, 0.1629, 0.1446, 0.1517, 0.2045, 0.3561, 0.2040, 0.2328, 0.2384]
}